C5H8OS | ωB97M-V/def2-TZVPD

Values from the calculation:
Highest occupied orbital energy = -8.56 eV
Gap between HOMO and LUMO = 0.34989 hartree
Energy relative to the best compared isomer or geometry (same formula, charge and spin) = 87.7 kcal per mole
LUMO energy = 0.0353 Ha
Total charge = 0
SMILES = C[C@H]1[C@H]2OCS[C@H]12

Element x y z (Å)
C  2.27  -0.23  -0.37
C  1.00  -0.45  0.52
C  -0.24  0.40  0.57
C  -2.30  0.68  -0.13
C  -0.27  -0.88  -0.22
H  2.20  0.66  -0.95
H  3.18  -0.08  0.21
H  2.48  -1.09  -1.01
H  1.22  -0.80  1.52
H  -0.67  0.30  1.58
H  -2.78  1.06  -1.00
H  -2.89  0.88  0.78
H  -0.15  -0.57  -1.28
O  -1.02  1.35  -0.19
S  -2.02  -1.23  -0.04

=====

C5H8OS | ωB97M-V/def2-TZVPD

Values from the calculation:
Highest occupied orbital energy = -8.85 eV
Gap between HOMO and LUMO = 0.35718 hartree
Energy relative to the best compared isomer or geometry (same formula, charge and spin) = 59.4 kcal per mole
LUMO energy = 0.0319 Ha
Total charge = 0

Element x y z (Å)
C  0.01  0.96  0.31
C  1.24  -0.08  0.04
C  0.24  -1.31  -0.38
C  -0.82  -1.19  0.63
C  -1.11  0.01  -0.17
H  1.07  3.30  -0.42
H  0.02  1.24  1.30
H  1.88  -0.24  0.97
H  1.76  0.23  -0.97
H  0.69  -2.18  -0.79
H  -0.51  -1.15  1.68
H  -1.73  -1.89  0.38
H  -2.10  0.46  -0.41
O  -0.60  -0.59  -1.34
S  -0.04  2.46  -0.85

=====

C5H8OS2 | ωB97M-V/def2-TZVPD

Values from the calculation:
Highest occupied orbital energy = -8.47 eV
Gap between HOMO and LUMO = 0.33578 hartree
Energy relative to the best compared isomer or geometry (same formula, charge and spin) = 43.8 kcal per mole
LUMO energy = 0.0246 Ha
Total charge = 0

Element x y z (Å)
C  0.40  3.07  -1.63
C  -0.52  -0.40  0.37
C  -0.78  0.91  0.65
C  0.74  -2.25  -0.60
C  0.82  -1.04  0.29
O  1.02  2.22  -2.11
S  -2.41  1.74  0.81
S  0.43  1.98  1.31
H  -1.33  -0.99  0.12
H  -0.20  -2.63  -0.44
H  1.43  -2.99  -0.34
H  0.92  -2.10  -1.72
H  1.52  -0.23  -0.05
H  1.26  -1.08  1.31
H  -3.11  0.68  0.98
H  -0.19  3.12  1.05

=====

C5H8P2 | ωB97M-V/def2-TZVPD

Values from the calculation:
Highest occupied orbital energy (spin up / spin down) = -7.19 / -7.87 eV
Gap between HOMO and LUMO (spin up / spin down) = 0.23652 / 0.24204 hartree
Energy relative to the best compared isomer or geometry (same formula, charge and spin) = 85.2 kcal per mole
LUMO energy (spin up / spin down) = -0.0275 / -0.0473 Ha
Total charge = 0

Element x y z (Å)
C  1.13  1.25  -0.27
C  -0.25  0.78  -0.22
C  2.53  0.93  -0.05
C  -0.86  -0.43  -0.18
C  -2.30  -0.54  0.06
P  3.59  -0.36  0.20
P  -0.01  -2.04  -0.30
H  1.11  2.38  -0.33
H  -0.96  1.70  -0.28
H  3.13  1.85  0.19
H  -2.69  0.27  -0.69
H  -2.55  -0.29  1.14
H  -2.50  -1.63  -0.19
H  -0.56  -2.35  0.87
H  1.21  -1.51  0.05

=====

C5H8S | ωB97M-V/def2-TZVPD

Values from the calculation:
Highest occupied orbital energy = -8.07 eV
Gap between HOMO and LUMO = 0.26907 hartree
Energy relative to the best compared isomer or geometry (same formula, charge and spin) = 114.9 kcal per mole
LUMO energy = -0.0275 Ha
Total charge = 0

Element x y z (Å)
C  -1.15  3.22  0.39
C  -1.11  2.06  0.05
C  2.48  -0.54  0.66
C  -1.65  -1.67  -1.02
C  -1.06  0.82  -0.45
S  -1.56  -0.48  0.42
H  -1.38  4.20  0.71
H  3.39  -1.08  0.23
H  1.66  -0.87  0.14
H  2.33  -0.99  1.72
H  -2.54  -1.49  -1.50
H  -1.38  -2.55  -0.53
H  -0.80  -1.12  -1.60
H  2.78  0.50  0.79

=====

C5H8S | ωB97M-V/def2-TZVPD

Values from the calculation:
Highest occupied orbital energy = -8.63 eV
Gap between HOMO and LUMO = 0.30205 hartree
Energy relative to the best compared isomer or geometry (same formula, charge and spin) = 99.9 kcal per mole
LUMO energy = -0.0151 Ha
Total charge = 0

Element x y z (Å)
C  0.94  1.20  1.28
C  0.64  0.69  -0.16
C  -0.20  -0.23  -0.47
C  -1.04  -1.01  0.48
C  -0.31  -0.50  -1.85
H  0.66  2.16  1.28
H  1.97  1.15  1.51
H  0.43  0.52  1.99
H  1.29  1.02  -0.88
H  -2.19  -0.37  0.85
H  -0.22  -1.20  1.54
H  -1.20  -2.06  -0.48
H  0.57  -0.04  -2.31
S  -1.33  -1.32  -2.78

=====

C5H8S | ωB97M-V/def2-TZVPD

Values from the calculation:
Highest occupied orbital energy = -8.40 eV
Gap between HOMO and LUMO = 0.33977 hartree
Energy relative to the best compared isomer or geometry (same formula, charge and spin) = 37.8 kcal per mole
LUMO energy = 0.0310 Ha
Total charge = 0
SMILES = C=C/C=C/CS

Element x y z (Å)
C  1.97  0.75  0.00
C  0.53  0.88  -0.07
C  -0.34  -0.20  0.09
C  -1.75  0.03  -0.17
C  -2.67  -0.93  -0.08
H  2.80  -1.27  1.12
H  2.52  1.39  -0.75
H  2.35  1.22  0.85
H  0.11  1.87  -0.31
H  -0.04  -1.13  0.42
H  -1.98  1.10  -0.49
H  -3.75  -0.74  -0.38
H  -2.37  -1.98  0.02
S  2.64  -0.98  -0.25

=====

C5H8S | ωB97M-V/def2-TZVPD

Values from the calculation:
Highest occupied orbital energy = -8.53 eV
Gap between HOMO and LUMO = 0.30657 hartree
Energy relative to the best compared isomer or geometry (same formula, charge and spin) = 82.5 kcal per mole
LUMO energy = -0.0069 Ha
Total charge = 0
SMILES = C=CCC(C)=S

Element x y z (Å)
C  -1.88  -0.29  0.18
C  -0.72  -0.28  1.08
C  0.61  -0.75  0.54
C  1.14  0.59  -0.12
C  1.60  0.75  -1.44
H  -2.11  -1.32  0.19
H  -1.58  -0.23  -0.98
H  -2.83  0.10  0.35
H  0.54  -1.53  -0.20
H  1.49  -0.83  1.31
H  0.77  1.67  0.52
H  2.16  -0.18  -2.10
H  1.65  1.88  -1.90
S  -0.83  0.43  2.57

=====

C5H8S | ωB97M-V/def2-TZVPD

Values from the calculation:
Highest occupied orbital energy = -8.55 eV
Gap between HOMO and LUMO = 0.34488 hartree
Energy relative to the best compared isomer or geometry (same formula, charge and spin) = 80.5 kcal per mole
LUMO energy = 0.0308 Ha
Total charge = 0
SMILES = C=C(C)S.C#C

Element x y z (Å)
C  -1.39  -3.49  -0.77
C  -1.80  -2.97  0.26
C  0.69  1.76  -1.09
C  0.74  0.25  0.83
C  0.31  1.34  0.25
S  -0.58  2.63  1.12
H  -1.33  -3.95  -1.69
H  0.28  2.74  -1.51
H  1.81  1.78  -1.25
H  0.23  0.94  -1.86
H  1.30  -0.47  0.30
H  0.53  0.19  1.89
H  -0.87  2.19  2.36
H  -1.84  -2.63  1.29

=====

C5H8S | ωB97M-V/def2-TZVPD

Values from the calculation:
Highest occupied orbital energy = -8.76 eV
Gap between HOMO and LUMO = 0.29107 hartree
Energy relative to the best compared isomer or geometry (same formula, charge and spin) = 92.7 kcal per mole
LUMO energy = -0.0310 Ha
Total charge = 0
SMILES = C=C(C=S)CC

Element x y z (Å)
C  1.53  -0.81  -0.59
C  0.66  -0.24  0.65
C  -0.60  0.37  0.07
C  -0.51  1.69  -0.14
C  -1.83  -0.55  0.15
H  1.23  -0.11  -1.52
H  1.00  -1.70  -0.87
H  2.76  -1.02  -0.64
H  1.34  0.60  1.11
H  0.54  -0.83  1.46
H  0.43  2.26  -0.30
H  -1.41  1.92  -0.28
H  -1.80  -1.32  1.10
S  -3.33  -0.27  -0.20

=====

C5H8S2 | ωB97M-V/def2-TZVPD

Values from the calculation:
Highest occupied orbital energy = -8.71 eV
Gap between HOMO and LUMO = 0.28617 hartree
Energy relative to the best compared isomer or geometry (same formula, charge and spin) = 38.7 kcal per mole
LUMO energy = -0.0339 Ha
Total charge = 0
SMILES = C=C(C)C(=S)CS

Element x y z (Å)
C  0.15  1.57  0.11
C  -0.82  0.39  0.09
C  -2.02  0.52  -0.45
C  -0.27  -0.94  0.21
C  1.12  -1.15  0.71
H  1.01  1.34  -0.51
H  0.55  1.86  1.08
H  -0.29  2.49  -0.25
H  -2.52  1.43  -0.63
H  -2.57  -0.43  -0.74
H  1.19  -2.19  0.94
H  1.40  -0.71  1.63
H  1.75  -1.18  -1.57
S  -1.15  -2.28  -0.16
S  2.43  -0.74  -0.45

=====

C5H8S2 | ωB97M-V/def2-TZVPD

Values from the calculation:
Highest occupied orbital energy = -8.52 eV
Gap between HOMO and LUMO = 0.33831 hartree
Energy relative to the best compared isomer or geometry (same formula, charge and spin) = 106.3 kcal per mole
LUMO energy = 0.0254 Ha
Total charge = 0
SMILES = S[C@@]12CCS[C@H]1C2

Element x y z (Å)
C  -0.73  0.11  0.00
C  0.27  0.02  1.16
C  1.28  -0.86  0.43
C  0.09  0.75  -0.93
C  -1.41  1.27  -0.77
H  -0.31  -2.10  -1.04
H  -0.06  -0.58  1.94
H  0.61  1.11  1.47
H  1.12  -1.87  0.77
H  2.24  -0.42  0.72
H  0.77  1.41  -0.23
H  -2.38  1.06  -1.32
H  -1.28  2.22  -0.40
S  -1.48  -1.56  -0.47
S  1.28  -0.56  -1.33

=====

C5H8S2 | ωB97M-V/def2-TZVPD

Values from the calculation:
Highest occupied orbital energy = -8.74 eV
Gap between HOMO and LUMO = 0.35243 hartree
Energy relative to the best compared isomer or geometry (same formula, charge and spin) = 24.9 kcal per mole
LUMO energy = 0.0314 Ha
Total charge = 0
SMILES = C[C@]1([C@H]2CS2)CS1

Element x y z (Å)
C  -0.22  -0.88  -1.61
C  -0.40  -0.02  -0.37
C  -1.60  -0.23  0.48
C  0.94  0.41  0.17
C  1.25  0.98  1.46
H  0.37  -1.73  -1.27
H  0.33  -0.25  -2.27
H  -1.17  -1.22  -1.99
H  -1.48  -0.14  1.56
H  -2.18  -1.10  0.23
H  1.54  0.72  -0.67
H  2.03  1.73  1.43
H  0.47  1.24  2.13
S  -1.69  1.21  -0.53
S  1.80  -0.74  1.26

=====

C5H8S3 | ωB97M-V/def2-TZVPD

Values from the calculation:
Highest occupied orbital energy = -8.74 eV
Gap between HOMO and LUMO = 0.34660 hartree
Energy relative to the best compared isomer or geometry (same formula, charge and spin) = 31.3 kcal per mole
LUMO energy = 0.0253 Ha
Total charge = 0
SMILES = C1SC[C@@H]2S[C@@H]2CS1

Element x y z (Å)
C  1.82  0.10  0.44
C  -0.32  1.52  -0.72
C  -1.21  0.79  0.32
C  -1.01  -0.68  0.50
C  -0.22  -1.57  -0.45
H  1.55  0.03  1.59
H  2.94  0.15  0.50
H  -0.34  0.97  -1.61
H  -0.65  2.52  -0.88
H  -1.22  1.16  1.32
H  -0.88  -1.08  1.61
H  -0.68  -2.59  -0.59
H  -0.23  -1.27  -1.51
S  1.41  1.67  -0.14
S  -2.65  -0.14  -0.13
S  1.68  -1.57  -0.25

=====

C5H9BN2O | ωB97M-V/def2-TZVPD

Values from the calculation:
Highest occupied orbital energy (spin up / spin down) = -4.73 / -9.24 eV
Gap between HOMO and LUMO (spin up / spin down) = 0.19913 / 0.25918 hartree
Multiplicity = 3
⟨S²⟩ = 2.036
LUMO energy (spin up / spin down) = 0.0252 / -0.0804 Ha
Total charge = 0

Element x y z (Å)
B  -0.44  0.32  -0.25
C  2.20  1.07  0.02
C  1.55  -1.04  -0.14
C  1.07  0.23  -0.26
C  -1.34  1.63  -0.15
C  -2.37  -1.24  0.25
N  3.35  0.38  0.16
N  2.90  -0.87  0.10
O  -1.05  -0.93  -0.10
H  2.28  2.15  0.12
H  1.10  -2.00  -0.09
H  -0.83  2.57  -0.19
H  -2.07  1.45  0.67
H  -1.95  1.74  -0.97
H  -2.65  -2.03  -0.45
H  -2.94  -0.36  0.05
H  -2.39  -1.51  1.35
H  3.58  -1.56  -0.15